*A*
{
  "formula": "C2H7N3",
  "method": "ωB97M-V with the def2-TZVPD basis set",
  "symbols": ["H", "N", "C", "N", "N", "C", "H", "H", "H", "H", "H", "H"],
  "xyz": [[1.6201, -1.7224, -0.2740], [1.1863, -0.9603, 0.2280], [0.2597, -0.4173, -0.4706], [0.0236, -0.8347, -1.7979], [-0.5486, 0.5522, 0.0637], [-0.3065, 0.9931, 1.4580], [-0.8451, -0.4167, -2.1117], [-0.0215, -1.8373, -1.8953], [-0.7109, 1.3796, -0.4945], [0.3054, 1.8960, 1.4850], [0.2821, 0.1684, 1.8618], [-1.2445, 1.1994, 1.9476]],
  "e_homo_ev": -9.0,
  "charge": 0,
  "gap_ev": 9.96,
  "smiles": "[H]/N=C(\\N)NC",
  "spin_multiplicity": 1,
  "molar_mass_g_mol": 73.1
}

---

*B*
{
  "formula": "C2H7N3",
  "method": "ωB97M-V with the def2-TZVPD basis set",
  "symbols": ["C", "C", "H", "H", "H", "H", "H", "H", "H", "N", "N", "N"],
  "xyz": [[-1.8501, -0.5104, 0.0660], [-0.5095, 0.1409, -0.1490], [-1.8672, -1.6620, -0.5852], [-1.8449, -0.6103, 1.4408], [-2.9598, 0.3803, -0.2804], [0.5610, 1.6048, 0.0849], [0.5594, -1.7424, -0.8560], [2.1417, 0.3145, -0.8072], [2.3510, 0.4030, 0.8258], [-0.4256, 1.3754, -0.0712], [0.6217, -0.6609, 0.1372], [1.9777, -0.2103, 0.0305]],
  "e_homo_ev": -9.6,
  "charge": 0,
  "gap_ev": 9.85,
  "spin_multiplicity": 1,
  "molar_mass_g_mol": 73.1
}

---

If we sort the structures by their calculated energies, the order from most to least stable is *A*, *B*.

---

*A*
{
  "formula": "C9H11NO2",
  "method": "ωB97M-V with the def2-TZVPD basis set",
  "symbols": ["H", "N", "C", "O", "C", "C", "C", "C", "C", "C", "C", "C", "O", "H", "H", "H", "H", "H", "H", "H", "H", "H", "H"],
  "xyz": [[0.0689, 2.6822, 0.6548], [-0.8045, 2.2923, 0.2800], [-0.6214, 1.0977, -0.0790], [-1.5958, 0.3529, -0.4814], [-2.6553, 0.1565, 0.4357], [-3.5665, -0.7501, -0.3686], [0.7029, 0.3233, 0.0355], [0.7187, -1.0476, 0.0744], [1.7966, -1.8013, 0.1939], [3.0594, -1.2152, 0.0376], [3.0961, 0.1222, -0.1422], [1.9587, 0.9491, -0.0657], [2.1370, 2.3033, -0.1917], [-3.2381, 1.0904, 0.7029], [-2.3241, -0.2328, 1.4360], [-4.5519, -0.9032, 0.1524], [-3.5812, -0.3821, -1.3664], [-2.9742, -1.7264, -0.5551], [-0.2468, -1.4439, 0.1201], [1.7211, -2.8898, 0.0955], [3.8380, -1.9551, 0.0165], [4.0252, 0.5341, -0.4521], [3.0371, 2.4435, -0.5332]],
  "e_homo_ev": -8.9,
  "charge": 0,
  "gap_ev": 9.59,
  "smiles": "[H]/N=C(/OCC)c1ccccc1O",
  "spin_multiplicity": 1,
  "molar_mass_g_mol": 165.2
}

---

*B*
{
  "formula": "C9H11NO2",
  "method": "ωB97M-V with the def2-TZVPD basis set",
  "symbols": ["N", "C", "C", "C", "C", "C", "O", "C", "C", "O", "C", "C", "H", "H", "H", "H", "H", "H", "H", "H", "H", "H", "H"],
  "xyz": [[-3.4920, -0.2696, -0.1895], [-1.9872, -0.2352, 0.4650], [-1.0636, -1.4181, 0.0594], [0.3898, -0.7859, -0.1480], [1.5883, -1.4505, -0.1621], [2.6951, -0.5476, -0.0412], [3.9618, -1.0157, 0.3110], [2.5225, 0.8962, 0.0460], [1.2815, 1.3886, -0.0965], [1.2143, 2.7751, 0.0816], [0.1035, 0.7022, -0.0414], [-1.3220, 1.0127, -0.0817], [-3.8784, -1.1595, -0.0520], [-4.0722, 0.3904, 0.2959], [-2.3322, -0.0119, 1.5578], [-1.3478, -1.7641, -0.9234], [-1.0194, -2.1525, 0.8418], [1.7241, -2.4292, -0.6495], [4.3910, -1.5321, -0.4553], [3.4701, 1.4714, 0.0880], [0.4694, 3.1112, -0.5422], [-1.6501, 1.2010, -1.0099], [-1.6467, 1.8232, 0.6462]],
  "e_homo_ev": -8.3,
  "charge": 0,
  "gap_ev": 9.05,
  "smiles": "N[C@H]1Cc2cc(O)cc(O)c2C1",
  "spin_multiplicity": 1,
  "molar_mass_g_mol": 165.2
}

---

*C*
{
  "formula": "C9H11NO2",
  "method": "ωB97M-V with the def2-TZVPD basis set",
  "symbols": ["N", "C", "C", "C", "C", "C", "C", "C", "C", "C", "O", "O", "H", "H", "H", "H", "H", "H", "H", "H", "H", "H", "H"],
  "xyz": [[-1.4172, 1.6919, 0.9560], [-1.8852, 0.7211, -0.0593], [-0.7464, 0.4772, -1.0692], [0.5591, 0.0966, -0.5194], [1.5444, 0.9642, -0.1201], [2.8200, 0.5884, 0.2125], [3.0841, -0.7940, 0.3437], [2.0458, -1.6871, 0.2884], [0.7937, -1.2053, -0.1998], [-2.4013, -0.5851, 0.4299], [-2.2674, -1.1456, 1.4866], [-3.0701, -1.3037, -0.6506], [-0.6295, 1.2972, 1.5089], [-2.1144, 1.7239, 1.6067], [-2.6096, 1.2207, -0.7623], [-1.0926, -0.3567, -1.6987], [-0.5332, 1.4848, -1.4481], [1.2661, 2.0273, -0.0648], [3.6361, 1.2398, 0.4011], [4.0368, -1.0829, 0.7628], [2.2282, -2.7962, 0.3889], [-0.0300, -1.9599, -0.4371], [-3.2175, -0.6167, -1.3560]],
  "e_homo_ev": -9.4,
  "charge": 0,
  "gap_ev": 9.93,
  "smiles": "N[C@@H](Cc1ccccc1)C(=O)O",
  "spin_multiplicity": 1,
  "molar_mass_g_mol": 165.2
}

---

If we sort the structures by their calculated energies, the order from most to least stable is *C*, *A*, *B*.

---

*A*
{
  "formula": "C21H27N3O2",
  "method": "ωB97M-V with the def2-TZVPD basis set",
  "symbols": ["O", "C", "N", "H", "C", "H", "H", "C", "C", "C", "C", "C", "C", "C", "H", "H", "H", "H", "H", "H", "H", "H", "H", "H", "H", "C", "C", "H", "C", "N", "C", "N", "C", "C", "C", "C", "C", "C", "O", "H", "H", "H", "H", "C", "H", "C", "H", "H", "H", "H", "H", "H", "H"],
  "xyz": [[-0.9590, 0.7543, 1.8460], [-0.8162, 0.8567, 0.5499], [-1.7027, 1.6993, -0.1636], [-1.7710, 1.5891, -1.1701], [-2.9689, 2.0832, 0.3281], [-2.9436, 3.2605, 0.4308], [-3.0535, 1.8822, 1.7083], [-4.3346, 1.8476, -0.2804], [-4.6557, 0.3705, -0.2163], [-4.0010, -0.5535, 0.7133], [-4.3870, -1.7783, 0.7681], [-5.1668, -2.3445, -0.6066], [-6.1732, -1.6527, -0.9272], [-5.5952, -0.0111, -1.1074], [-6.4288, 0.6255, -1.3314], [-5.2071, -0.1641, -2.0038], [-6.7587, -1.9957, -1.5998], [-6.8846, -1.4435, 0.1388], [-5.3462, -3.3435, -0.4243], [-4.3984, -2.4169, -1.2306], [-3.4362, -2.5305, 0.7742], [-5.0527, -2.1010, 1.7909], [-3.3382, -0.0602, 1.5222], [-5.1893, 2.4100, 0.5188], [-4.3225, 2.3215, -1.4463], [0.1766, 0.2451, -0.3485], [1.1297, 1.0952, -0.7780], [0.6547, 2.3138, -1.2319], [1.8990, 1.6735, 0.5276], [2.6675, 0.5217, 1.0668], [3.8656, 0.2955, 0.5338], [4.3874, -0.9856, 0.6983], [5.7151, -0.8032, 0.3166], [6.7237, -1.8606, 0.2240], [7.8739, -1.3709, -0.3682], [8.0604, 0.1688, -0.8890], [6.9938, 0.8759, -1.0582], [5.8124, 0.4600, -0.0037], [4.6076, 1.1398, -0.0663], [6.9296, 1.9852, -1.2174], [9.0246, 0.1816, -1.2387], [8.6136, -1.9018, -0.1881], [6.5616, -2.7599, 0.7062], [1.6705, -0.5890, 1.5143], [2.2065, -1.2091, 1.8151], [0.9596, -1.0047, 0.3532], [0.1447, -1.7296, 0.8282], [1.5330, -1.6333, -0.3293], [1.1432, 0.0923, 2.1756], [2.6015, 2.5012, 0.1574], [1.3717, 2.2042, 1.1410], [1.7928, 0.8942, -1.5951], [-0.2292, -0.1048, -1.3274]],
  "e_homo_ev": -7.4,
  "charge": 0,
  "gap_ev": 7.85,
  "spin_multiplicity": 1,
  "molar_mass_g_mol": 353.5
}

---

*B*
{
  "formula": "C21H27N3O2",
  "method": "ωB97M-V with the def2-TZVPD basis set",
  "symbols": ["C", "O", "C", "C", "N", "C", "C", "C", "N", "N", "C", "C", "C", "C", "C", "C", "C", "O", "C", "C", "C", "C", "C", "C", "C", "C", "H", "H", "H", "H", "H", "H", "H", "H", "H", "H", "H", "H", "H", "H", "H", "H", "H", "H", "H", "H", "H", "H", "H", "H", "H", "H", "H"],
  "xyz": [[-0.3919, -2.2440, -6.6719], [-0.9803, -1.6926, -5.5216], [-0.0577, -1.2857, -4.5337], [0.6173, -2.4823, -3.8178], [1.1092, -2.2627, -2.4799], [0.1185, -1.7897, -1.5323], [0.4340, -2.2823, -0.1558], [1.0232, -3.5141, 0.1774], [1.2079, -3.6247, 1.4774], [0.7642, -2.4870, 2.0001], [0.2730, -1.6341, 1.0628], [-0.2776, -0.3348, 1.4096], [-1.3880, 0.1754, 0.7018], [-1.9207, 1.3913, 1.0194], [-1.3830, 2.1724, 2.0637], [-1.9255, 3.4273, 2.4076], [-1.3849, 4.1618, 3.4337], [-1.8259, 5.3785, 3.8537], [-2.9315, 5.9517, 3.2005], [-0.2730, 3.6557, 4.1484], [0.2652, 2.4464, 3.8321], [-0.2712, 1.6648, 2.7838], [0.2597, 0.4111, 2.4368], [2.4302, -1.6797, -2.3053], [3.5130, -2.6644, -2.7516], [2.6446, -0.3146, -2.9730], [0.0846, -3.2092, -6.4688], [-1.1982, -2.3885, -7.3889], [0.3552, -1.5629, -7.0992], [-0.6544, -0.7156, -3.8185], [0.6902, -0.6161, -4.9803], [-0.1388, -3.2758, -3.7604], [1.4452, -2.8549, -4.4220], [-0.8520, -2.1909, -1.8437], [0.0389, -0.6890, -1.5083], [1.3125, -4.3008, -0.4884], [0.7703, -2.3519, 2.9984], [-1.8281, -0.4244, -0.0798], [-2.7740, 1.7692, 0.4741], [-2.7722, 3.7834, 1.8411], [-3.8234, 5.3240, 3.2963], [-2.7239, 6.1278, 2.1400], [-3.1070, 6.9051, 3.6963], [0.1254, 4.2622, 4.9465], [1.1140, 2.0671, 4.3828], [1.1198, 0.0477, 2.9825], [2.5375, -1.5446, -1.2226], [3.3184, -3.6446, -2.3261], [3.5477, -2.7534, -3.8347], [4.4860, -2.3211, -2.4098], [1.8272, 0.3633, -2.7373], [3.5699, 0.1277, -2.6115], [2.7169, -0.4170, -4.0528]],
  "e_homo_ev": -7.9,
  "charge": 0,
  "gap_ev": 8.37,
  "smiles": "COCCN(Cc1cn[nH]c1-c1ccc2cc(OC)ccc2c1)C(C)C",
  "spin_multiplicity": 1,
  "molar_mass_g_mol": 353.5
}

---

If we sort the structures by their calculated energies, the order from most to least stable is *B*, *A*.

---

*A*
{
  "formula": "C2H4BrN",
  "method": "ωB97M-V with the def2-TZVPD basis set",
  "symbols": ["C", "C", "N", "Br", "H", "H", "H", "H"],
  "xyz": [[-3.7508, -0.2101, 0.6769], [-1.2787, -0.6336, -0.0346], [-0.4554, 0.0658, 0.5120], [-3.6268, 1.3358, 1.5441], [-0.3194, 0.9732, 0.0136], [-1.0232, -1.7241, 0.3079], [-1.4901, -0.6285, -1.1536], [-2.4908, -0.9536, 0.1911]],
  "e_homo_ev": [-8.1, -8.1],
  "charge": 0,
  "gap_ev": [6.95, 6.90],
  "spin_multiplicity": 1,
  "molar_mass_g_mol": 122.0
}

---

*B*
{
  "formula": "C2H4BrN",
  "method": "ωB97M-V with the def2-TZVPD basis set",
  "symbols": ["C", "C", "N", "Br", "H", "H", "H", "H"],
  "xyz": [[-1.0795, -0.0741, -0.1513], [0.4182, -0.0764, -0.1142], [1.0561, 0.4625, 0.8297], [2.8989, 0.3469, 0.8209], [-1.3596, 0.3789, 0.8428], [-1.6925, -0.9998, -0.4301], [-1.3206, 0.7762, -0.9841], [1.0790, -0.8141, -0.8137]],
  "e_homo_ev": -9.8,
  "charge": 0,
  "gap_ev": 10.42,
  "smiles": "C/C=N/Br",
  "spin_multiplicity": 1,
  "molar_mass_g_mol": 122.0
}

---

If we sort the structures by their calculated energies, the order from most to least stable is *B*, *A*.

---

*A*
{
  "formula": "C7H9NO2",
  "method": "ωB97M-V with the def2-TZVPD basis set",
  "symbols": ["C", "C", "C", "C", "C", "C", "C", "N", "O", "O", "H", "H", "H", "H", "H", "H", "H", "H", "H"],
  "xyz": [[-2.0764, 0.3775, 0.6688], [0.2871, -0.0716, 1.8424], [-1.6344, 1.0903, -0.2644], [1.1257, 0.0330, 0.7997], [-1.0676, -0.4638, 1.5361], [0.8776, -0.1301, -0.5886], [1.8176, 0.3626, -1.6890], [-0.1496, -0.9168, -1.1787], [-0.5796, -1.9133, -0.5547], [-0.4434, -0.7650, -2.3533], [-2.9998, 0.4432, 1.1840], [0.4955, 0.3077, 2.8211], [-1.2634, 1.6532, -1.0907], [2.0964, 0.4650, 1.0756], [-1.5599, -0.5276, 2.5359], [-1.1771, -1.3865, 1.0082], [1.6307, 1.3246, -2.1944], [1.8126, -0.4133, -2.4480], [2.8080, 0.5309, -1.1098]],
  "e_homo_ev": [-8.2, -8.3],
  "charge": 0,
  "gap_ev": [6.71, 7.96],
  "spin_multiplicity": 1,
  "molar_mass_g_mol": 139.2
}

---

*B*
{
  "formula": "C7H9NO2",
  "method": "ωB97M-V with the def2-TZVPD basis set",
  "symbols": ["C", "C", "C", "C", "C", "C", "C", "N", "O", "O", "H", "H", "H", "H", "H", "H", "H", "H", "H"],
  "xyz": [[-2.0504, -1.4141, 0.0221], [-2.8134, -0.3232, 0.0265], [-0.5511, -1.2416, 0.0079], [-2.0883, 0.9030, 0.0194], [1.7082, 0.1320, -1.1748], [1.6165, 0.6492, 1.3155], [0.9248, 0.8323, -0.0784], [-0.3190, 0.0838, -0.0367], [0.2309, -2.1842, 0.0450], [-2.0462, 2.0777, 0.0154], [-2.4012, -2.4133, -0.2240], [-3.8438, -0.3071, -0.0723], [2.1911, -0.7850, -0.6958], [0.9534, -0.1095, -1.9006], [2.5817, 0.5819, -1.6401], [1.5791, -0.4226, 1.4761], [1.0594, 1.1570, 2.2006], [2.6827, 0.9442, 1.0642], [0.5854, 1.8394, -0.3701]],
  "e_homo_ev": -9.1,
  "charge": 0,
  "gap_ev": 7.91,
  "spin_multiplicity": 1,
  "molar_mass_g_mol": 139.2
}

---

If we sort the structures by their calculated energies, the order from most to least stable is *B*, *A*.

---

*A*
{
  "formula": "C2H7N5S",
  "method": "ωB97M-V with the def2-TZVPD basis set",
  "symbols": ["H", "N", "C", "N", "C", "N", "N", "N", "S", "H", "H", "H", "H", "H", "H"],
  "xyz": [[-3.2699, -0.0901, -0.7832], [-2.2207, 0.0531, -0.6836], [-1.7247, -1.0847, -0.0756], [-0.4257, -1.2187, 0.4103], [0.5208, -0.3164, 0.0514], [0.4792, 0.9696, -0.2153], [-0.5199, 1.9262, 0.3110], [1.7636, -0.9360, 0.0286], [3.2091, 0.0299, -0.3205], [-2.3831, -2.0790, -0.0074], [1.2753, 1.5132, -0.3764], [-0.8405, 1.6365, 1.2542], [-1.2333, 1.7158, -0.3570], [1.7052, -1.9795, -0.1451], [3.6646, -0.1399, 0.9086]],
  "e_homo_ev": -8.5,
  "charge": 0,
  "gap_ev": 9.01,
  "smiles": "[H]/N=C/N=C(\\NN)NS",
  "spin_multiplicity": 1,
  "molar_mass_g_mol": 133.2
}

---

*B*
{
  "formula": "C2H7N5S",
  "method": "ωB97M-V with the def2-TZVPD basis set",
  "symbols": ["C", "C", "H", "H", "H", "H", "H", "H", "H", "N", "N", "N", "N", "N", "S"],
  "xyz": [[-1.1827, 0.6866, -0.0359], [1.0662, 0.4666, -0.9419], [-2.1997, -0.4269, 3.0416], [-0.3916, -0.0057, 2.6631], [-2.0709, 1.0917, -0.8355], [-0.5520, -2.1915, 0.6369], [3.0341, -0.2316, -1.8799], [1.8290, -1.5041, -1.2252], [0.6241, 2.3610, -0.6715], [-1.3752, -0.1484, 2.0675], [-1.7069, 0.6434, 1.1076], [-0.1777, -0.1367, -0.5060], [2.0794, -0.4601, -1.5375], [1.2783, 1.7269, -1.1205], [-0.2545, -1.8714, -0.7627]],
  "e_homo_ev": -8.8,
  "charge": 0,
  "gap_ev": 9.00,
  "spin_multiplicity": 1,
  "molar_mass_g_mol": 133.2
}

---

If we sort the structures by their calculated energies, the order from most to least stable is *A*, *B*.